(1)
16
Properties=species:S:1:pos:R:3:forces:R:3:nbo_charge:R:1 method="wB97M-V/def2-TZVPD" gap_ev="13.3 / 3.1" homo_energy_ev="-16.3 / -14.6" spin_multiplicity=2 relative_energy_kcal_mol=14.9 max_force_ev_per_a=1.28 e_lumo_ev="-2.973 / -11.494" s_squared=0.75 charge=+1
C 0.105 -1.166 -2.323 1.077 -0.698 0.059 -0.598
C 0.939 -1.733 -1.193 -0.084 -0.327 -0.401 -0.578
H 0.828 -0.647 -2.977 -0.257 0.289 0.016 0.264
H -0.304 -2.017 -2.866 -0.384 0.228 -0.024 0.242
H -0.675 -0.449 -2.066 -0.111 0.059 0.015 0.247
H 0.379 -2.537 -0.683 -0.069 0.307 0.333 0.269
H 1.469 -0.996 -0.584 -0.229 0.073 0.134 0.230
H 1.775 -2.376 -1.554 0.047 0.140 -0.053 0.294
C -1.277 1.468 1.695 0.921 -0.449 -0.020 -0.567
C 0.204 1.490 1.864 -0.183 0.388 0.778 -0.578
H -1.822 2.057 2.433 0.007 0.197 -0.017 0.290
H -1.471 1.619 0.625 -0.404 0.028 -0.049 0.284
H -1.757 0.460 1.841 -0.062 0.028 -0.093 0.333
H 0.618 0.459 1.662 -0.088 0.012 -0.385 0.315
H 0.577 1.827 2.828 -0.290 -0.104 0.149 0.255
H 0.760 2.094 1.132 0.110 -0.170 -0.442 0.298



(2)
23
Properties=species:S:1:pos:R:3:forces:R:3:nbo_charge:R:1 method="wB97M-V/def2-TZVPD" gap_ev=9.8 homo_energy_ev=-8.8 relative_energy_kcal_mol=51.6 max_force_ev_per_a=5.33 e_lumo_ev=0.971 smiles=Cc1ccccc1.CC
C -2.440 -0.797 -1.568 -2.513 1.864 -0.381 -0.624
C -1.449 -0.980 -0.520 1.538 0.346 0.039 -0.039
C -0.312 -0.172 -0.177 -1.038 0.464 -2.593 -0.210
C 0.299 -0.392 1.015 -0.218 -0.899 1.432 -0.223
C -0.216 -1.437 1.870 3.710 1.576 3.489 -0.208
C -1.183 -2.309 1.486 -0.791 -0.132 0.893 -0.217
C -1.806 -1.990 0.289 -1.315 -3.877 1.240 -0.216
H -3.077 -1.681 -1.673 0.474 -0.060 -0.195 0.220
H -2.127 -0.479 -2.580 -0.194 0.359 0.747 0.222
H -3.191 -0.100 -0.986 1.125 -0.487 -2.004 0.223
H 0.036 0.598 -0.952 -0.495 -1.064 1.466 0.216
H 1.142 0.231 1.354 -0.522 -0.451 -0.181 0.221
H 0.352 -1.433 2.986 -1.784 -0.484 -3.176 0.208
H -1.640 -3.141 2.095 1.032 1.092 -0.518 0.223
H -2.619 -2.773 0.064 0.993 1.757 -0.266 0.202
C 2.627 2.580 -0.647 -3.701 -0.170 2.208 -0.610
C 3.376 3.842 -0.983 0.028 -1.029 -0.931 -0.623
H 1.464 2.589 -0.700 1.658 0.847 0.449 0.195
H 2.733 1.810 -1.298 1.065 -2.233 -2.434 0.200
H 2.823 2.070 0.330 0.181 0.969 -0.504 0.202
H 2.769 4.571 -1.553 0.417 -0.224 0.661 0.215
H 3.760 4.160 -0.039 0.409 1.155 0.214 0.214
H 4.200 3.498 -1.634 -0.060 0.681 0.346 0.207



(3)
68
Properties=species:S:1:pos:R:3:forces:R:3:nbo_charge:R:1 method="wB97M-V/def2-TZVPD" gap_ev="5.8 / 7.0" homo_energy_ev="-3.1 / -4.3" spin_multiplicity=2 relative_energy_kcal_mol=0.0 max_force_ev_per_a=0.42 e_lumo_ev="2.667 / 2.659" s_squared=0.76 charge=-1
Pd -0.253 0.701 -1.888 -0.348 0.081 0.096 0.419
N -1.169 3.609 0.317 -0.006 -0.044 0.033 -0.577
C -2.264 2.976 -0.258 0.038 0.013 0.019 0.398
C -3.481 3.041 0.443 -0.009 0.042 0.075 -0.294
C -4.594 2.441 -0.095 0.035 0.016 0.007 -0.156
C -4.485 1.785 -1.317 -0.001 -0.053 -0.062 -0.302
C -3.248 1.767 -1.926 -0.031 -0.003 0.043 0.076
N -2.156 2.354 -1.422 0.131 -0.102 -0.054 -0.469
C 0.201 3.446 0.091 0.027 -0.033 -0.047 0.396
C 1.065 3.879 1.107 -0.043 0.011 0.049 -0.287
C 2.419 3.752 0.913 0.012 0.012 0.041 -0.159
C 2.889 3.207 -0.277 0.050 -0.051 -0.073 -0.293
C 1.962 2.807 -1.220 -0.088 0.063 0.039 0.051
N 0.638 2.927 -1.044 -0.021 0.071 -0.055 -0.476
H -1.356 3.908 1.261 -0.002 -0.010 -0.020 0.392
H -3.524 3.543 1.403 -0.007 -0.005 -0.022 0.205
H -5.537 2.470 0.435 0.005 0.003 0.008 0.210
H -5.328 1.285 -1.773 0.012 0.002 0.012 0.217
H -3.095 1.245 -2.862 -0.015 0.000 -0.042 0.207
H 0.667 4.262 2.038 0.002 -0.002 -0.007 0.212
H 3.109 4.057 1.690 -0.015 0.005 0.005 0.208
H 3.947 3.085 -0.464 -0.013 -0.008 -0.011 0.214
H 2.253 2.357 -2.162 0.061 -0.002 -0.016 0.247
C -3.717 -3.704 1.300 0.036 0.034 -0.005 -0.242
C -3.309 -3.513 -0.014 0.013 0.010 -0.015 -0.215
C -2.304 -2.600 -0.315 -0.077 -0.032 0.032 -0.250
C -1.675 -1.864 0.694 -0.007 -0.007 -0.068 -0.331
C -2.092 -2.075 2.009 0.001 -0.024 0.031 -0.187
C -3.104 -2.980 2.314 0.009 -0.002 -0.024 -0.256
Ge -0.235 -0.595 0.170 -0.025 0.035 -0.195 0.863
C 1.398 -1.737 0.141 -0.006 -0.024 0.044 -0.410
C 2.581 -1.207 -0.380 0.005 -0.012 0.013 -0.236
C 3.744 -1.964 -0.463 -0.017 0.002 0.025 -0.226
C 3.740 -3.289 -0.044 -0.014 0.022 -0.005 -0.243
C 2.570 -3.840 0.462 -0.020 0.016 0.005 -0.241
C 1.417 -3.069 0.558 0.036 -0.017 -0.013 -0.158
C -0.005 0.449 1.859 0.127 -0.017 0.069 -0.407
C 1.238 0.590 2.482 -0.037 0.036 0.048 -0.162
C 1.399 1.372 3.622 -0.031 -0.002 -0.020 -0.241
C 0.312 2.038 4.172 0.028 -0.010 -0.006 -0.252
C -0.935 1.910 3.571 -0.043 -0.015 -0.040 -0.239
C -1.084 1.128 2.432 0.040 0.048 0.050 -0.240
H -4.503 -4.413 1.533 -0.001 0.000 0.003 0.195
H -3.773 -4.078 -0.816 -0.007 -0.001 0.023 0.199
H -1.992 -2.470 -1.346 0.032 0.017 0.016 0.254
H -1.620 -1.527 2.818 -0.002 -0.004 -0.022 0.197
H -3.408 -3.121 3.346 -0.004 -0.008 -0.010 0.195
H 2.584 -0.181 -0.742 0.000 -0.016 -0.001 0.218
H 4.649 -1.522 -0.867 -0.003 -0.012 0.008 0.200
H 4.640 -3.889 -0.121 -0.006 0.003 0.001 0.198
H 2.553 -4.877 0.782 0.008 0.009 -0.005 0.198
H 0.510 -3.518 0.952 0.011 0.016 -0.011 0.203
H 2.100 0.074 2.072 -0.008 0.005 0.009 0.208
H 2.378 1.458 4.081 -0.007 0.004 0.007 0.199
H 0.432 2.640 5.066 -0.001 0.000 -0.007 0.199
H -1.799 2.409 4.001 0.022 -0.002 0.005 0.195
H -2.070 1.038 1.983 0.001 -0.020 -0.009 0.210
O -0.373 -2.703 -2.975 -0.009 0.053 0.071 -0.646
C 0.599 -2.025 -3.259 0.083 -0.214 -0.250 0.690
C 1.944 -2.633 -3.673 -0.036 0.029 0.108 -0.524
C 2.816 -1.422 -3.962 -0.023 0.062 -0.055 -0.520
C 1.884 -0.237 -3.705 -0.105 -0.293 0.103 0.680
O 2.223 0.934 -3.832 0.089 -0.005 -0.038 -0.677
N 0.658 -0.662 -3.285 0.183 0.336 0.172 -0.723
H 1.796 -3.298 -4.524 -0.008 0.012 -0.002 0.216
H 2.304 -3.233 -2.835 0.006 -0.013 -0.010 0.235
H 3.209 -1.376 -4.978 -0.018 0.014 -0.016 0.216
H 3.659 -1.326 -3.275 0.014 -0.017 -0.034 0.225



(4)
44
Properties=species:S:1:pos:R:3:forces:R:3:nbo_charge:R:1 method="wB97M-V/def2-TZVPD" gap_ev=5.4 homo_energy_ev=-7.8 relative_energy_kcal_mol=103.5 max_force_ev_per_a=4.19 e_lumo_ev=-2.347
H 0.736 2.766 0.301 0.003 0.367 -0.230 0.237
N 0.170 1.514 -1.227 0.021 0.444 0.351 -0.387
B -0.141 0.271 -3.480 -0.314 0.120 2.744 0.565
N 0.166 1.557 -2.601 0.035 0.200 0.809 -0.330
C 0.585 2.778 -2.977 -0.282 -0.433 0.869 -0.001
Cd -0.380 -0.259 0.359 1.763 2.159 -2.547 1.716
H 0.631 2.965 -4.011 0.185 0.506 -0.938 0.214
C 0.853 3.542 -1.856 0.134 -0.074 -0.034 -0.362
H 1.177 4.558 -1.822 0.176 0.289 -0.046 0.230
C 0.610 2.686 -0.774 -0.380 -0.568 -0.628 -0.028
H 0.050 0.411 -4.644 0.016 -0.070 -0.038 -0.026
C -0.970 -1.960 1.519 -3.000 -1.172 2.683 -1.049
H -0.985 -1.939 2.616 -0.220 -0.318 -0.062 0.264
H -0.280 -2.852 1.347 0.635 2.305 -0.795 0.339
H -1.927 -2.398 1.180 0.227 0.570 0.295 0.249
N -1.588 -0.135 -3.066 -0.787 -0.301 0.657 -0.331
N 0.742 -0.815 -2.764 0.658 -0.645 0.471 -0.315
N -1.854 -0.290 -1.728 -1.056 -0.152 -0.316 -0.378
N 0.794 -0.960 -1.387 1.552 -1.665 -1.056 -0.434
C -2.717 -0.375 -3.772 0.485 0.252 0.105 -0.005
C 1.629 -1.664 -3.338 -0.234 0.189 0.952 0.005
H -2.701 -0.306 -4.849 -0.047 -0.007 0.089 0.222
H 1.732 -1.681 -4.416 0.011 -0.015 0.197 0.227
C -3.744 -0.664 -2.902 -0.274 -0.101 0.590 -0.361
C 2.284 -2.382 -2.343 -0.189 0.281 0.453 -0.360
C -3.153 -0.594 -1.619 0.959 0.231 -1.303 -0.049
C 1.739 -1.881 -1.128 -0.450 0.237 -1.870 -0.028
H -4.775 -0.887 -3.142 0.209 0.039 -0.012 0.232
H 3.043 -3.149 -2.474 -0.232 0.330 0.072 0.236
H -3.547 -0.728 -0.632 -0.406 -0.126 0.156 0.194
H 1.957 -2.100 -0.103 0.229 -0.231 0.244 0.217
H -1.513 -0.511 1.783 1.599 -2.201 -1.009 0.216
F 0.106 0.160 7.080 0.134 0.192 0.098 -0.296
C 0.624 0.385 5.864 -0.262 -0.239 -0.888 0.215
C 0.246 1.497 5.111 -0.013 0.334 0.317 0.275
F -0.578 2.407 5.679 0.427 -0.205 -0.286 -0.302
C 0.669 1.636 3.793 -0.015 -1.054 0.086 0.231
F 0.299 2.667 3.023 -0.354 0.229 0.227 -0.307
C 1.308 0.558 3.131 -0.020 -0.176 -0.980 0.239
O 1.368 0.483 1.821 -0.401 0.090 -0.094 -0.877
C 1.810 -0.484 3.935 -0.823 0.428 0.047 0.236
F 2.508 -1.476 3.367 -0.090 -0.145 -0.017 -0.305
C 1.367 -0.612 5.235 0.349 0.016 0.561 0.273
F 1.649 -1.737 5.910 0.043 0.093 0.074 -0.301



(5)
65
Properties=species:S:1:pos:R:3:forces:R:3:nbo_charge:R:1 method="wB97M-V/def2-TZVPD" gap_ev="5.0 / 5.1" homo_energy_ev="-13.7 / -13.7" relative_energy_kcal_mol=60.2 max_force_ev_per_a=2.71 e_lumo_ev="-8.642 / -8.585" charge=+2
Ru -0.182 -0.062 0.060 -2.041 -0.185 -1.770 0.994
Cl -2.156 5.307 -3.619 0.061 -0.156 0.044 0.152
C -2.121 4.017 -2.509 1.106 -0.399 -0.314 -0.017
C -1.025 3.164 -2.478 -0.366 0.949 -0.600 -0.249
C -0.970 2.121 -1.553 0.486 -0.671 0.031 0.181
N 0.062 1.244 -1.376 -1.964 0.816 0.517 -0.461
C 1.242 1.258 -2.086 1.515 0.158 -0.973 0.636
O 1.463 1.856 -3.113 -0.189 -0.394 0.562 -0.478
C 2.274 0.438 -1.361 0.595 0.082 -0.415 0.112
C 3.582 0.364 -1.820 -0.543 0.095 0.018 -0.174
C 4.542 -0.225 -1.011 -0.187 -0.066 0.244 -0.101
C 4.156 -0.698 0.235 -0.082 0.100 -0.101 -0.215
C 2.817 -0.647 0.592 0.462 -0.094 0.283 0.106
N 1.885 -0.115 -0.196 0.551 -0.231 0.262 -0.499
C -2.075 1.927 -0.638 0.267 -1.007 0.392 0.266
C -3.167 2.792 -0.687 -0.779 0.948 -0.323 -0.278
C -3.200 3.832 -1.607 -0.340 -0.824 1.052 -0.006
Cl -4.530 4.890 -1.629 0.040 -0.088 0.020 0.151
N -1.898 0.884 0.226 1.193 1.186 -1.821 -0.456
C -2.809 0.437 1.145 -1.419 -0.522 1.508 0.644
O -3.956 0.804 1.265 0.722 -0.134 -0.133 -0.487
C -2.195 -0.623 2.024 -0.326 -0.194 0.361 0.106
C -2.930 -1.195 3.053 0.097 0.189 -0.297 -0.171
C -2.335 -2.150 3.864 0.254 0.067 -0.182 -0.118
C -1.010 -2.488 3.618 -0.142 0.145 -0.059 -0.213
C -0.344 -1.880 2.565 0.226 -0.169 0.215 0.076
N -0.916 -0.972 1.775 0.023 -0.428 0.243 -0.459
H -0.212 3.316 -3.175 -0.111 0.012 0.074 0.288
H 3.817 0.783 -2.786 0.031 0.106 -0.041 0.268
H 5.570 -0.287 -1.330 0.080 -0.002 -0.038 0.253
H 4.876 -1.110 0.924 0.033 -0.063 0.043 0.251
H 2.492 -1.025 1.554 -0.041 -0.059 -0.156 0.215
H -3.985 2.658 0.006 0.019 0.047 -0.111 0.288
H -3.950 -0.876 3.187 -0.131 0.045 0.047 0.267
H -2.883 -2.614 4.671 -0.038 0.006 0.024 0.253
H -0.490 -3.207 4.232 0.022 -0.065 0.019 0.250
H 0.687 -2.131 2.339 -0.159 -0.016 -0.061 0.215
N -1.442 -1.480 -1.487 1.416 1.581 0.990 -0.720
C -2.566 -2.094 -0.891 -1.012 -0.597 0.580 0.084
C -2.398 -3.207 -0.061 0.211 0.195 -0.209 -0.207
C -3.504 -3.842 0.472 -0.191 0.067 -0.053 -0.206
C -4.780 -3.377 0.183 -0.057 0.101 -0.014 -0.193
C -4.947 -2.239 -0.592 -0.035 -0.173 0.068 -0.177
C -3.847 -1.590 -1.118 0.570 -0.087 -0.112 -0.237
H -1.713 -0.907 -2.287 0.145 -0.071 0.166 0.409
H -0.722 -2.154 -1.757 0.147 0.018 0.122 0.445
H -1.401 -3.566 0.153 0.082 -0.018 -0.043 0.221
H -3.386 -4.709 1.104 0.088 -0.074 0.002 0.229
H -5.646 -3.903 0.547 -0.100 -0.047 0.134 0.237
H -5.938 -1.874 -0.812 -0.110 0.068 0.010 0.240
H -3.972 -0.714 -1.736 -0.071 0.149 -0.141 0.218
C 2.900 -4.574 1.291 0.259 0.235 0.133 -0.406
N 1.935 -5.313 0.512 -0.080 -0.703 -0.071 -0.576
C 1.205 -4.751 -0.443 -0.201 0.799 -0.429 0.359
S 1.303 -3.068 -0.713 -0.086 -0.027 -0.028 -0.444
N 0.392 -5.489 -1.197 -0.162 -0.327 -0.146 -0.567
C 0.376 -6.938 -1.232 0.113 -0.192 0.099 -0.437
H 3.397 -5.250 1.978 -0.013 -0.103 0.025 0.230
H 2.402 -3.787 1.860 0.074 -0.056 -0.004 0.194
H 3.644 -4.114 0.636 -0.036 -0.010 0.102 0.218
H 1.928 -6.319 0.600 0.008 0.091 0.008 0.415
H -0.076 -5.018 -1.956 0.186 0.151 0.182 0.421
H 0.186 -7.348 -0.240 -0.057 -0.068 0.010 0.206
H 1.321 -7.332 -1.614 -0.037 -0.051 0.017 0.215
H -0.427 -7.257 -1.890 0.023 -0.034 0.039 0.242



(6)
10
Properties=species:S:1:pos:R:3:forces:R:3:nbo_charge:R:1 method="wB97M-V/def2-TZVPD" gap_ev=8.8 homo_energy_ev=-8.7 relative_energy_kcal_mol=1.4 max_force_ev_per_a=2.93 e_lumo_ev=0.061 smiles="S=CNC=C(Cl)Cl"
S -0.669 -3.018 -1.114 0.058 -0.041 0.046 -0.106
C -0.457 -1.403 -1.100 -0.921 -0.401 -1.900 -0.076
N -0.118 -0.696 -0.036 0.870 1.205 1.850 -0.572
C 0.142 0.687 -0.035 -0.595 0.795 0.140 -0.042
C 0.498 1.497 0.982 -0.315 -2.914 0.082 -0.153
Cl 0.702 3.163 0.943 0.031 0.444 -0.135 0.102
Cl 0.730 0.663 2.512 0.156 0.576 -0.045 -0.003
H -0.682 -0.827 -2.035 0.456 -0.213 0.921 0.200
H 0.001 -1.233 0.828 0.074 0.393 -0.381 0.431
H -0.148 1.167 -0.947 0.186 0.154 -0.578 0.218